1.
C29H49NP2Pb | ωB97M-V/def2-TZVPD

XYZ file:
```
82
Properties=species:S:1:pos:R:3:forces:R:3:lowdin_charge:R:1
Pb 1.1702 -0.3887 2.1486 0.17 0.68 0.99 1.53
C -2.0518 -1.5141 3.8295 -0.22 -1.48 -1.72 -0.20
C -1.6713 -2.5811 2.9731 -1.67 1.84 0.73 -0.21
C 0.0840 -2.1469 4.3882 0.74 -0.08 -1.41 -0.33
C -0.9669 -1.2408 4.6990 0.53 0.05 0.05 -0.20
C -0.3585 -2.9816 3.3218 1.54 0.29 1.29 -0.27
C -3.3808 -0.8651 3.8551 -0.54 0.28 0.02 -0.03
H -3.7866 -0.7428 2.8427 0.04 0.03 0.25 0.08
H -3.3271 0.1211 4.3263 -0.12 -0.12 -0.13 0.08
H -4.1085 -1.4637 4.4251 0.18 0.17 -0.13 0.11
C -0.9125 -0.2267 5.7750 -0.31 0.20 0.45 0.01
H -1.9132 0.1698 5.9887 0.32 0.00 -0.06 0.09
H -0.2503 0.6228 5.5280 -0.16 -0.34 0.07 0.09
H -0.5330 -0.6692 6.7087 0.01 0.11 -0.27 0.11
C 1.3562 -2.2704 5.1404 0.70 -0.12 0.71 -0.06
H 1.1582 -2.3989 6.2180 0.15 0.03 -0.31 0.10
H 2.0066 -1.3828 5.0462 -0.16 -0.28 0.18 0.07
H 1.9339 -3.1468 4.8204 -0.12 0.24 0.08 0.08
C 0.3832 -4.1246 2.7374 0.21 -0.23 -0.31 -0.02
H 0.1378 -5.0676 3.2552 0.01 0.27 -0.11 0.12
H 1.4703 -3.9934 2.8146 -0.24 -0.07 0.03 0.08
H 0.1301 -4.2701 1.6769 0.03 0.00 0.28 0.09
C -2.4882 -3.2030 1.9075 -0.38 -0.20 -0.39 -0.03
H -2.7365 -4.2493 2.1523 0.08 0.28 -0.09 0.11
H -1.9525 -3.2186 0.9417 -0.18 -0.04 0.29 0.08
H -3.4361 -2.6669 1.7688 0.26 -0.18 0.00 0.08
C -1.6279 2.1722 -0.9708 -0.35 0.12 0.56 -0.09
C -2.6214 1.3442 -0.6214 0.44 0.19 0.52 -0.09
C -2.8538 -0.0673 -1.0574 -0.61 -0.30 -0.83 -0.16
C -2.2080 -0.5194 -2.3947 -1.39 -0.05 -0.08 -0.21
C -0.8089 -1.0170 -2.4005 1.27 0.09 -0.25 -0.12
C 0.3608 -0.3664 -2.1864 -0.32 -1.86 1.94 -0.27
C 0.5469 0.9964 -1.6033 0.10 0.52 -0.92 -0.18
C -0.5850 1.9631 -2.0135 0.82 0.55 1.53 -0.24
H -3.9447 -0.1667 -1.1995 0.32 -0.08 0.10 0.12
H -2.3685 0.2906 -3.1228 -0.07 -0.31 0.33 0.06
H -2.6086 -0.7897 -0.2582 0.04 0.38 -0.12 0.11
H -1.0671 1.5374 -2.9571 0.21 0.22 0.67 -0.02
H -1.4655 3.0829 -0.3832 -0.53 -0.04 -0.39 0.12
H -3.3538 1.6980 0.1172 0.53 -0.10 -0.07 0.12
H -0.1440 2.9399 -2.2890 -0.33 -0.41 0.04 0.12
H 0.6398 0.9508 -0.5053 -0.17 0.00 -0.28 0.06
H 1.2947 -0.9745 -2.2254 -1.32 0.62 0.49 0.05
H 1.5098 1.4033 -1.9485 -0.13 -0.13 0.05 0.11
H -2.8376 -1.3424 -2.7896 0.28 0.39 0.29 0.13
H -0.7301 -2.0657 -2.7047 0.18 0.26 0.11 0.11
P -0.7085 1.5182 -4.6717 0.38 -0.36 -1.66 0.95
C -0.9513 3.2572 -5.0735 -0.05 0.26 0.15 -0.20
C -1.9132 0.5691 -5.6238 -0.22 -0.09 -0.32 -0.19
P 1.6580 -0.6101 -4.5065 0.78 -0.18 -1.14 0.87
C 1.0031 1.0649 -5.0562 0.32 0.07 -0.10 -0.46
C 0.8510 -1.7088 -5.7332 -0.06 -0.04 -0.03 -0.27
C 3.3185 -0.5443 -5.2708 -0.10 0.48 -0.38 -0.28
H -0.1198 3.8642 -4.6895 -0.23 -0.20 -0.13 0.07
H -1.8900 3.6293 -4.6355 0.25 -0.16 -0.16 0.08
H -0.9982 3.3507 -6.1638 0.01 0.09 0.13 0.07
H -1.9378 0.9864 -6.6409 -0.06 -0.19 0.15 0.07
H -2.9141 0.6662 -5.1753 0.34 0.08 -0.20 0.07
H -1.6584 -0.4961 -5.6671 -0.02 0.37 0.06 0.04
H 3.2474 -0.3357 -6.3464 0.27 -0.08 0.17 0.05
H 3.8086 -1.5082 -5.1078 -0.07 0.12 -0.05 0.05
H 3.9130 0.2337 -4.7794 0.00 -0.15 -0.14 0.04
H 1.6631 1.8115 -4.5669 -0.38 -0.20 -0.37 0.07
H 1.1192 1.1392 -6.1539 -0.02 0.17 0.28 0.08
H 1.3547 -2.6820 -5.6836 -0.08 0.21 -0.08 0.06
H 0.9495 -1.3024 -6.7492 -0.10 -0.18 0.16 0.06
H -0.2004 -1.8804 -5.4920 0.12 -0.05 -0.06 0.01
C 4.4547 0.5440 2.4126 0.70 -0.14 -0.40 -0.08
C 3.5936 1.6055 2.9521 -0.04 1.47 0.71 -0.42
C 3.8784 2.8826 3.4455 -0.15 -1.30 -0.40 -0.02
C 2.6364 3.4856 3.7823 -1.18 -0.67 -0.25 -0.03
C 1.6288 2.5634 3.4723 1.60 0.89 0.21 -0.41
C 0.1657 2.6550 3.5751 -0.89 0.63 0.35 -0.07
N 2.2306 1.4296 2.9792 -0.78 -1.31 -0.57 -0.20
H 4.4988 0.5745 1.3127 0.02 -0.14 0.17 0.08
H 5.4816 0.6873 2.7689 -0.20 -0.26 -0.09 0.10
H 4.1248 -0.4600 2.7296 0.13 0.05 0.01 0.05
H 4.8746 3.2961 3.5536 -0.23 -0.02 0.00 0.11
H 2.4630 4.4707 4.2049 0.13 -0.23 -0.12 0.11
H -0.1344 2.8074 4.6266 -0.13 -0.11 -0.43 0.09
H -0.2210 3.5148 2.9984 0.02 -0.41 0.22 0.09
H -0.3536 1.7506 3.1982 0.10 0.17 0.12 0.03
```
Forces are in eV/Å.

Results
Lowest unoccupied orbital energy (alpha / beta): -7.174 / -7.105 eV
Gap between HOMO and LUMO (alpha / beta): 4.72 / 4.79 eV
Energy above the lowest of the compared OMol25 structures with the same formula, charge and spin: 0.00 kJ/mol
Total charge: +2
Multiplicity: 1

2.
C20H26F9N2O8 | ωB97M-V/def2-TZVPD

XYZ file:
```
65
Properties=species:S:1:pos:R:3:forces:R:3:lowdin_charge:R:1
C 0.7151 4.8529 -2.8504 -0.78 0.46 0.10 -0.08
C -0.2177 6.0725 -3.2746 1.08 -1.03 -0.56 -0.20
N -1.3327 6.3002 -2.2783 0.64 0.18 -1.30 0.03
N -2.4485 5.6255 -2.8128 -1.84 -1.05 -0.06 -0.12
C -2.5747 4.3148 -2.4192 -1.25 -1.41 -0.15 0.04
C -3.6479 3.4749 -2.8956 -0.29 2.83 -1.43 0.08
C -4.5989 4.0874 -3.8487 1.89 -0.23 0.82 -0.04
C -5.7271 3.1386 -4.3784 0.33 0.08 -0.48 -0.46
O -6.8649 3.3450 -4.1135 0.18 0.03 0.14 0.18
O -5.3429 2.0342 -5.1152 0.54 1.67 0.59 0.12
C -4.4397 5.4803 -4.2398 1.14 -0.75 1.09 0.07
C -3.3341 6.2309 -3.6937 -0.71 -1.42 0.04 0.05
H 0.2927 3.9096 -3.2925 0.68 0.81 0.34 0.07
H 0.6889 4.7337 -1.7369 0.28 0.23 -0.94 0.07
H 1.7576 5.0458 -3.2098 -0.96 -0.41 0.34 0.09
H 0.3910 6.9910 -3.4536 -0.67 -0.58 0.54 0.12
H -0.6593 5.7700 -4.2682 0.32 0.69 0.89 0.12
H -1.5578 7.2953 -2.2129 -0.07 -0.33 -0.04 0.13
H -1.8368 3.8609 -1.6952 -0.83 1.24 -1.02 0.13
H -3.7893 2.4167 -2.5829 0.40 1.05 -0.18 0.14
H -4.4641 2.2104 -5.5105 -0.44 -0.36 0.27 0.13
H -5.1359 5.9546 -4.9684 0.68 -0.40 0.79 0.14
H -3.1096 7.2993 -3.9205 -0.33 -1.11 0.10 0.16
C -2.2149 2.2371 4.6556 0.42 0.03 -0.13 -0.06
C -3.0579 2.0809 3.4061 -0.38 -0.15 0.85 -0.19
O -2.3421 2.5215 2.2323 0.42 0.01 -0.78 0.03
C -1.4048 1.6909 1.7748 -1.03 -0.18 1.21 -0.38
O -1.1276 0.6334 2.2609 0.28 0.20 -0.60 0.17
C -0.7502 2.2644 0.5173 1.22 0.46 -0.77 -0.50
F -0.3702 3.5451 0.6714 -0.35 -0.20 0.16 0.16
F -1.5956 2.2406 -0.5467 -0.18 -0.25 0.34 0.11
F 0.3399 1.5884 0.1521 -0.49 -0.12 0.33 0.18
H -1.8697 3.2681 4.7561 -0.17 0.00 0.05 0.09
H -2.7874 1.9647 5.5420 -0.05 0.03 -0.07 0.09
H -1.3249 1.6076 4.6172 -0.14 -0.07 0.03 0.08
H -3.9434 2.7121 3.4835 0.16 0.10 -0.32 0.13
H -3.4053 1.0541 3.2760 0.24 0.03 -0.15 0.13
C 0.8773 -1.8654 1.3058 0.32 -0.24 0.14 -0.06
C -0.1145 -2.4721 0.3343 -0.09 0.64 0.36 -0.20
O 0.4037 -3.6738 -0.2611 0.06 -0.62 -0.20 0.03
C 0.3957 -4.7612 0.5180 -0.46 1.17 0.35 -0.38
O -0.0057 -4.7903 1.6453 0.16 -0.49 -0.25 0.17
C 0.9421 -5.9693 -0.2428 0.65 -1.29 -0.76 -0.52
F 2.1063 -5.6997 -0.8610 -0.24 0.30 0.26 0.16
F 0.0876 -6.3847 -1.1956 -0.11 0.39 0.29 0.16
F 1.1664 -7.0155 0.5604 -0.33 0.52 0.08 0.16
H 1.8364 -1.6909 0.8128 -0.09 0.07 -0.07 0.09
H 0.5024 -0.9228 1.6995 -0.02 -0.05 -0.08 0.05
H 1.0711 -2.5334 2.1462 -0.13 0.04 -0.03 0.08
H -0.2950 -1.7737 -0.4844 0.11 -0.30 -0.17 0.12
H -1.0788 -2.6677 0.8086 0.14 -0.21 0.04 0.13
C 3.5861 -7.2795 2.3757 0.04 0.39 -0.07 -0.07
C 5.0139 -7.6340 2.7392 -0.57 -0.48 0.19 -0.19
O 5.9414 -6.6684 2.2115 0.46 0.53 -0.03 0.03
C 6.0023 -5.5019 2.8597 -0.76 -1.08 0.33 -0.39
O 5.3508 -5.2207 3.8247 0.39 0.41 -0.18 0.17
C 7.0438 -4.5857 2.2163 0.99 0.96 -0.65 -0.53
F 6.8970 -4.5085 0.8809 -0.23 -0.22 0.28 0.16
F 8.2947 -5.0227 2.4465 -0.39 -0.20 0.13 0.16
F 6.9766 -3.3333 2.6854 -0.29 -0.45 0.13 0.16
H 3.4847 -7.1694 1.2954 0.06 -0.19 0.04 0.07
H 2.8968 -8.0499 2.7217 0.06 -0.02 -0.04 0.09
H 3.2866 -6.3289 2.8203 0.02 -0.11 0.10 0.08
H 5.2760 -8.5929 2.2914 0.25 0.23 -0.12 0.13
H 5.1446 -7.7372 3.8184 0.06 0.25 -0.06 0.13
```
Forces are in eV/Å.

Results
Lowest unoccupied orbital energy: -4.994 eV
Gap between HOMO and LUMO: 7.37 eV
Total charge: +1
Multiplicity: 1

3.
C2H3FLuO | ωB97M-V/def2-TZVPD

XYZ file:
```
8
Properties=species:S:1:pos:R:3:forces:R:3:lowdin_charge:R:1
H 0.9191 0.4761 -1.5829 1.55 -0.68 1.04 0.23
C 1.2459 0.0981 -0.5335 1.04 0.99 -0.03 0.00
C 0.7961 1.2455 0.2962 -0.07 1.00 -3.41 -0.01
O -0.4430 1.3147 0.3730 -2.00 -1.37 2.78 -0.09
H 2.2481 -0.2357 -0.2362 0.10 -0.13 -1.08 0.19
F 0.3657 -0.9697 -0.2480 -2.16 -0.97 1.03 -0.12
H 1.4115 2.1565 0.3021 0.11 0.09 0.88 0.21
Lu -1.6069 -0.4938 0.9304 1.43 1.09 -1.21 2.58
```
Forces are in eV/Å.

Results
Lowest unoccupied orbital energy: -17.752 eV
Gap between HOMO and LUMO: 8.92 eV
Total charge: +3
Multiplicity: 1

4.
C5H6FNO | ωB97M-V/def2-TZVPD

XYZ file:
```
14
Properties=species:S:1:pos:R:3:forces:R:3:lowdin_charge:R:1
O -1.3378 -1.7565 -1.0290 -0.74 -0.69 0.28 0.15
C -0.4480 -1.2031 -0.4829 0.79 -0.78 -1.28 -0.40
C 0.0809 -0.8677 0.9247 -0.65 -1.06 -2.15 -0.16
C -0.7764 0.4906 0.9140 1.43 0.14 -1.13 -0.02
C -0.1544 0.9371 -0.5197 0.16 3.73 -0.48 -0.20
F 0.8822 2.0434 -0.4687 -1.46 -1.52 0.83 -0.12
C 0.6195 -0.2584 -1.0155 0.36 1.45 -0.27 -0.17
N 1.4183 -0.6321 0.2072 -1.69 -0.91 0.95 0.07
H 0.0893 -1.7459 1.5719 -0.30 0.82 0.74 0.14
H -1.9030 0.2627 0.6967 2.05 0.78 1.16 0.15
H -0.4381 1.2517 1.6910 -1.08 -1.02 -0.87 0.13
H -0.8719 1.4753 -1.2167 0.54 -1.32 0.82 0.16
H 1.0384 -0.0644 -2.0813 -0.50 -0.93 2.07 0.19
H 1.8010 0.0672 0.8080 1.09 1.31 -0.67 0.09
```
Forces are in eV/Å.

Results
Lowest unoccupied orbital energy: 0.864 eV
Gap between HOMO and LUMO: 10.76 eV
SMILES: O=C1[C@@H]2C[C@@H](F)[C@H]1N2
Energy above the lowest of the compared OMol25 structures with the same formula, charge and spin: 387.39 kJ/mol
Total charge: 0
Multiplicity: 1